1.
Computed, not measured: a 2-piece molecular cluster, C2H11N2 overall at a distorted geometry, with the ωB97M-V functional and the def2-TZVPD basis.

Bonds (Å) are listed after each position.
Atoms and positions in Å:
1 H -1.575 0.129 -0.313  C12 1.095
2 H 2.147 -1.410 -0.706  C5 1.140
3 H -1.099 -0.569 -1.985  C12 1.082
4 N -0.228 1.042 1.878  H9 1.016, H13 0.990, H15 1.064
5 C 1.009 -1.444 -0.648  H2 1.140, H6 1.110, H7 1.022, N10 1.604
6 H 0.773 -1.831 0.364  C5 1.110
7 H 0.446 -1.924 -1.353  C5 1.022
8 H 0.082 0.412 0.494  N10 1.152
9 H -0.571 1.991 1.757  N4 1.016
10 N 0.431 0.049 -0.543  C5 1.604, H8 1.152, H11 1.021, C12 1.542
11 H 1.156 0.650 -0.938  N10 1.021
12 C -0.953 0.173 -1.212  H1 1.095, H3 1.082, N10 1.542, H14 1.030
13 H 0.539 1.090 2.502  N4 0.990
14 H -1.102 1.113 -1.607  C12 1.030
15 H -1.055 0.529 2.310  N4 1.064

Computed properties:
LUMO energy, eV: -3.118
HOMO energy, hartree: -0.5756
Spin multiplicity: 1
Total charge: +1
Orbital gap, eV: 12.5455

Here are the Löwdin charges for atoms 1 to 6, given in e: 0.090 0.122 0.096 0.065 0.040 0.096

***

2.
Computed, not measured: a 2-piece molecular cluster, C2H11N2 overall at a distorted geometry, with the ωB97M-V functional and the def2-TZVPD basis.

Bonds (Å) are listed after each position.
Atoms and positions in Å:
1 H -1.704 -2.525 0.987  N3 1.039
2 C 1.840 -0.026 -0.199  N4 1.539, H8 1.133, H9 1.098, H11 1.071
3 N -1.520 -1.836 0.231  H1 1.039, H12 1.149, H14 0.958
4 N 0.451 0.417 0.293  C2 1.539, C6 1.506, H7 1.022, H10 0.990
5 H -0.328 1.495 -1.467  C6 1.112
6 C -0.138 1.629 -0.379  N4 1.506, H5 1.112, H13 1.118, H15 1.210
7 H -0.271 -0.299 0.191  N4 1.022
8 H 1.731 -0.907 -0.905  C2 1.133
9 H 2.321 -0.355 0.732  C2 1.098
10 H 0.584 0.674 1.240  N4 0.990
11 H 2.228 0.930 -0.485  C2 1.071
12 H -2.443 -1.168 0.382  N3 1.149
13 H 0.378 2.526 0.045  C6 1.118
14 H -1.817 -2.316 -0.543  N3 0.958
15 H -1.313 1.762 -0.123  C6 1.210

Computed properties:
LUMO energy, eV: -3.203
HOMO energy, hartree: -0.5712
Spin multiplicity: 1
Total charge: +1
Orbital gap, eV: 12.3399

Here are the Löwdin charges for atoms 1 to 6, given in e: 0.054 0.039 0.003 -0.066 0.109 -0.032

***

3.
Computed, not measured: a 2-piece molecular cluster, C2H11N2 overall at a distorted geometry, with the ωB97M-V functional and the def2-TZVPD basis.

Bonds (Å) are listed after each position.
Atoms and positions in Å:
1 H -0.859 2.260 -2.169  N15 1.018
2 H -1.150 -1.406 0.687  C10 1.098
3 H -1.638 1.905 -0.776  N15 1.020
4 H -0.249 0.134 -0.960  N5 1.046
5 N 0.252 -0.765 -0.774  H4 1.046, H7 1.038, C10 1.531, H11 1.003
6 H 0.179 0.709 1.408  C13 1.117
7 H 0.077 -1.499 -1.487  N5 1.038
8 H 1.687 -0.203 1.410  C13 1.152
9 H 0.365 -2.324 0.688  C10 1.097
10 C -0.058 -1.315 0.621  H2 1.098, N5 1.531, H9 1.097, C13 1.525
11 H 1.224 -0.528 -0.838  N5 1.003
12 H 0.462 -0.599 2.665  C13 1.101
13 C 0.558 -0.323 1.603  H6 1.117, H8 1.152, C10 1.525, H12 1.101
14 H -0.063 2.234 -0.768  N15 1.041
15 N -0.788 1.720 -1.309  H1 1.018, H3 1.020, H14 1.041

Computed properties:
LUMO energy, eV: -3.206
HOMO energy, hartree: -0.5781
Spin multiplicity: 1
Total charge: +1
Orbital gap, eV: 12.5243

Here are the Löwdin charges for atoms 1 to 6, given in e: 0.062 0.130 0.062 0.054 0.140 0.078

***

Energy relative to the best compared isomer or geometry (same formula, charge and spin) (kcal per mole)
29.4 38.1 7.1